(1)
Entry from the OMol25 dataset: 2 unconnected molecules or ions with the total composition C6H11N3 (the ωB97M-V functional and the def2-TZVPD basis).

Geometry as XYZ:
```
20
Properties=species:S:1:pos:R:3:forces:R:3:mulliken_charge:R:1
N 0.944017 -1.018285 -1.683280 -0.13 0.19 -0.36 -0.644
N 0.976419 2.001747 -0.020174 0.40 -0.75 -0.19 -0.720
N -0.581348 1.457380 -1.618152 -0.13 -0.24 -0.24 -0.509
C 0.737400 -1.094668 -0.443900 -1.45 -2.23 0.73 0.220
C 1.724192 -0.993768 0.678657 0.22 0.32 -0.21 -1.139
C -2.020408 -1.192979 0.838107 -1.85 1.18 1.37 -0.991
C -1.868918 0.123714 0.914077 0.18 -2.22 -0.18 0.460
C -1.314274 1.264900 0.743133 2.09 0.68 -1.35 -0.600
C -0.116205 1.433165 -0.334305 -2.01 2.30 1.56 0.475
H 0.130513 1.653488 -2.307861 0.06 -0.14 0.05 0.305
H -1.613660 -1.840453 1.604874 0.47 0.04 -0.06 0.312
H 2.534313 -0.308722 0.419999 0.02 -0.09 0.04 0.390
H 1.162850 2.029191 0.977437 -0.32 0.04 -0.02 0.274
H 2.139410 -1.983255 0.892627 -0.08 0.04 -0.04 0.330
H 1.882623 -0.685098 -1.923546 0.03 -0.12 0.28 0.269
H -1.517704 2.182872 1.272380 -0.16 -0.01 0.07 0.406
H -0.339539 -1.479390 -0.092759 2.62 0.90 -1.14 0.329
H 1.232366 -0.634264 1.575707 -0.04 0.07 0.23 0.255
H -1.181151 0.687337 -1.875952 0.01 0.08 -0.01 0.293
H -2.910896 -1.602911 0.382930 0.07 -0.05 -0.54 0.286
```
Positions in Å, forces in eV/Å.

**Lowest unoccupied orbital energy**: 0.907 eV
**SMILES**: [H]/N=C(/N)C=C=C.[H]/N=C\C
**HOMO-LUMO gap**: 9.96 eV
**F_max**: 3.43 eV/A

(2)
Entry from the OMol25 dataset: C6H11N3 in the gas phase (the ωB97M-V functional and the def2-TZVPD basis).

Geometry as XYZ:
```
20
Properties=species:S:1:pos:R:3:forces:R:3:mulliken_charge:R:1
N -0.713516 0.071499 -0.557948 1.60 -0.92 0.07 -0.368
N 0.776534 1.709190 0.348458 -1.51 0.73 -1.59 -0.213
N 0.351609 -0.259527 1.600569 -2.07 1.19 -1.19 -0.647
C -0.537422 -1.441216 -0.905012 2.97 1.51 3.39 -0.038
C 0.105138 0.444585 0.529595 1.16 1.02 1.52 0.396
C 0.108920 -2.294721 0.335015 1.54 2.05 -0.51 -0.689
C 0.158599 -0.376862 -1.691264 -0.97 0.15 -0.88 -0.450
C -0.370906 -1.543521 1.619956 3.09 -1.58 0.27 -0.456
C 0.136206 2.891946 -0.362881 -3.80 -1.90 -1.40 -0.849
H -0.028191 2.879530 -1.545011 0.79 -0.57 2.60 0.198
H -0.038526 -2.098665 2.532229 0.52 0.31 -0.73 0.308
H 1.348312 -2.040339 0.452494 -3.44 -1.41 -1.00 0.242
H 1.279243 -0.199675 -1.613188 -1.72 -0.28 -0.22 0.246
H -0.431010 -0.165811 -2.642264 1.67 -0.11 0.90 0.247
H -1.473669 -1.640600 -1.260052 -2.06 -1.63 -0.94 0.396
H -1.397037 -1.683270 1.800547 -1.95 1.20 -0.51 0.336
H 1.272282 2.114499 1.120473 0.04 -0.83 0.60 0.296
H -0.196545 -3.368349 0.318625 0.58 0.85 -0.23 0.366
H 0.572192 3.790241 -0.117474 2.18 1.64 0.41 0.424
H -0.922213 3.211064 0.037131 1.36 -1.42 -0.58 0.255
```
Positions in Å, forces in eV/Å.

**Lowest unoccupied orbital energy**: 1.090 eV
**SMILES**: CNC1=NCC[C@@H]2CN12
**HOMO-LUMO gap**: 9.63 eV
**F_max**: 4.75 eV/A

Among the records above, which one has the lowest HOMO-LUMO gap?
number 2